Formula: C5H7NOS2
Source: OMol25
Level of theory: the ωB97M-V functional and the def2-TZVPD basis

HOMO energy (alpha / beta) in eV: -8.3 / -8.3
Molar mass in Da: 161.3
E_tot in eV: -30502.9105
Structure (SMILES): [O-][N+]1=C2CCC[C@H]2SS1
Total charge: 0
Gap between HOMO and LUMO (alpha / beta) in eV: 8.35 / 8.35
Energy above the lowest of the compared OMol25 structures with the same formula, charge and spin in kcal per mole: 69.7
LUMO level (alpha / beta) in eV: 0.018 / 0.018
2S+1: 1

Geometry as XYZ:
```
16
Properties=species:S:1:pos:R:3:forces:R:3
C -0.6481 0.3747 -0.5012 -1.5 4.0 -2.6
C 0.0367 -0.7164 -1.2003 1.5 -2.2 0.3
C 1.1756 -1.1550 -0.1847 -1.4 1.4 1.9
C 0.5998 -0.7494 1.2602 0.8 1.4 0.4
C -0.4652 0.4245 0.9448 0.4 -0.8 2.9
N -1.0750 1.5510 -1.1404 0.1 -2.7 3.1
O -1.3674 1.7890 -2.2901 0.3 -0.2 -0.5
S -0.1182 2.1963 1.3945 0.8 -0.6 0.3
S -1.6545 2.8156 0.2588 0.3 -0.7 -1.1
H -0.5578 -1.6086 -1.4022 -0.6 0.2 0.1
H 0.5377 -0.5268 -2.1470 -0.4 0.7 -0.1
H 1.4853 -2.2072 -0.1231 0.1 0.5 -0.7
H 1.9542 -0.4095 -0.3618 0.5 -0.7 0.0
H -0.0514 -1.4895 1.7606 0.7 -0.1 -0.5
H 1.4446 -0.4651 2.0553 -1.8 -0.5 -1.9
H -1.2962 0.1765 1.6765 0.2 0.3 -1.6
```
Forces are in eV/Å.

Atom charges from the natural (NBO) analysis, given in e for atoms 1 to 2: C 0.07; C -0.46



Formula: C2H10N2O
Source: OMol25
Level of theory: the ωB97M-V functional and the def2-TZVPD basis

HOMO energy in eV: -9.0
Molar mass in Da: 78.1
E_tot in eV: -7261.9819
Structure (SMILES): NCCN.O
Total charge: 0
Gap between HOMO and LUMO in eV: 9.71
Energy above the lowest of the compared OMol25 structures with the same formula, charge and spin in kcal per mole: 44.8
LUMO level in eV: 0.741
2S+1: 1

Geometry as XYZ:
```
15
Properties=species:S:1:pos:R:3:forces:R:3
C 0.1806 0.2127 0.8577 -0.4 0.1 0.4
C 0.8936 0.9169 -0.2622 0.2 2.4 -2.5
N 2.3453 0.9772 -0.3248 2.9 -0.3 -1.9
N -1.3094 0.4947 0.8518 0.9 -0.6 -3.4
H 0.6310 0.3105 1.8601 -0.2 0.4 -0.5
H 0.4250 -0.7760 0.5032 -0.9 -1.3 0.9
H 0.5126 1.9786 -0.2656 0.3 -0.8 -0.2
H 0.6753 0.4730 -1.3001 -0.9 0.4 1.6
H 2.9349 0.4193 0.3077 -0.9 0.3 -0.4
H 2.8074 0.9212 -1.3561 -1.9 0.0 3.5
H -1.4614 0.7172 -0.1939 -0.3 -0.5 2.2
H -1.7879 1.2548 1.3325 1.2 0.0 0.4
H -1.6433 -1.4369 -1.0370 -0.6 1.8 -0.5
H -1.0502 -2.6061 -0.5872 -1.5 -0.6 0.0
O -1.9674 -2.2921 -0.8157 2.0 -1.3 0.5
```
Forces are in eV/Å.

Atom charges from the natural (NBO) analysis, given in e for atoms 1 to 2: C -0.23; C -0.22



Formula: C5H8O
Source: OMol25
Level of theory: the ωB97M-V functional and the def2-TZVPD basis

HOMO energy in eV: -9.5
Molar mass in Da: 84.1
E_tot in eV: -7359.6861
Structure (SMILES): CC#CCCO
Total charge: 0
Gap between HOMO and LUMO in eV: 10.43
Energy above the lowest of the compared OMol25 structures with the same formula, charge and spin in kcal per mole: 59.2
LUMO level in eV: 0.975
2S+1: 1

Geometry as XYZ:
```
14
Properties=species:S:1:pos:R:3:forces:R:3
C -1.0856 0.4386 -2.2875 -0.1 0.2 -0.1
C -0.5066 0.9102 -1.0298 0.6 -0.3 0.4
C 0.2216 0.9202 -0.0675 -0.3 -0.2 -0.6
C 1.2058 0.3009 0.8257 0.1 0.0 0.0
C 0.5580 -0.7843 1.7406 0.3 0.0 0.2
O -0.7442 -1.1650 1.3618 -0.2 0.0 0.0
H -1.2878 -0.6368 -2.1602 0.0 0.4 -0.2
H -2.0086 0.9498 -2.5543 0.0 0.0 -0.1
H -0.3432 0.5751 -3.0877 -0.3 -0.1 0.1
H 1.8849 -0.1850 0.1171 0.1 0.0 0.2
H 1.8023 1.0041 1.4130 -0.2 0.0 0.0
H 1.1707 -1.6974 1.6688 -0.2 0.4 0.2
H 0.5591 -0.4288 2.7841 0.1 -0.1 -0.2
H -1.2726 -0.3640 1.2184 0.2 -0.2 0.0
```
Forces are in eV/Å.

Atom charges from the natural (NBO) analysis, given in e for atoms 1 to 2: C -0.68; C 0.02



Repeat the first record exactly.
Formula: C5H7NOS2
Source: OMol25
Level of theory: the ωB97M-V functional and the def2-TZVPD basis

HOMO energy (alpha / beta) in eV: -8.3 / -8.3
Molar mass in Da: 161.3
E_tot in eV: -30502.9105
Structure (SMILES): [O-][N+]1=C2CCC[C@H]2SS1
Total charge: 0
Gap between HOMO and LUMO (alpha / beta) in eV: 8.35 / 8.35
Energy above the lowest of the compared OMol25 structures with the same formula, charge and spin in kcal per mole: 69.7
LUMO level (alpha / beta) in eV: 0.018 / 0.018
2S+1: 1

Geometry as XYZ:
```
16
Properties=species:S:1:pos:R:3:forces:R:3
C -0.6481 0.3747 -0.5012 -1.5 4.0 -2.6
C 0.0367 -0.7164 -1.2003 1.5 -2.2 0.3
C 1.1756 -1.1550 -0.1847 -1.4 1.4 1.9
C 0.5998 -0.7494 1.2602 0.8 1.4 0.4
C -0.4652 0.4245 0.9448 0.4 -0.8 2.9
N -1.0750 1.5510 -1.1404 0.1 -2.7 3.1
O -1.3674 1.7890 -2.2901 0.3 -0.2 -0.5
S -0.1182 2.1963 1.3945 0.8 -0.6 0.3
S -1.6545 2.8156 0.2588 0.3 -0.7 -1.1
H -0.5578 -1.6086 -1.4022 -0.6 0.2 0.1
H 0.5377 -0.5268 -2.1470 -0.4 0.7 -0.1
H 1.4853 -2.2072 -0.1231 0.1 0.5 -0.7
H 1.9542 -0.4095 -0.3618 0.5 -0.7 0.0
H -0.0514 -1.4895 1.7606 0.7 -0.1 -0.5
H 1.4446 -0.4651 2.0553 -1.8 -0.5 -1.9
H -1.2962 0.1765 1.6765 0.2 0.3 -1.6
```
Forces are in eV/Å.

Atom charges from the natural (NBO) analysis, given in e for atoms 1 to 2: C 0.07; C -0.46